181
Properties=species:S:1:pos:R:3:forces:R:3:mulliken_charge:R:1 method="wB97M-V/def2-TZVPD" molar_mass_g_mol=1270.55 homo_energy_ev=-10.83 orbital_gap_ev=1.94 total_charge=+1 total_energy_ev=-171925.723 lumo_ev=-8.9
H 11.134150 -25.503420 -23.254020 -0.288 -0.050 0.178 0.202
C 13.839770 -26.957060 -28.573340 0.639 0.959 0.393 -1.606
H 18.766670 -33.608930 -21.789030 0.035 0.160 0.059 0.322
H 17.274410 -29.278690 -18.052410 -0.662 0.395 -0.001 0.057
H 19.414760 -23.965150 -20.954520 0.028 0.754 -0.150 0.329
O 13.133810 -30.422050 -17.161680 0.771 -2.223 1.225 -0.345
H 21.507770 -26.779110 -26.676190 0.132 0.043 -0.386 0.186
O 16.084810 -23.931520 -20.050900 -0.153 0.369 -0.218 -0.423
C 19.685930 -26.419230 -20.216890 0.522 0.987 -2.291 -1.339
H 17.119200 -31.182650 -17.317970 -0.172 0.024 -0.189 0.241
C 16.354060 -18.232630 -25.473180 -0.568 -0.530 0.086 -0.161
H 18.200340 -27.735350 -28.557770 0.179 0.126 0.475 0.396
H 23.799400 -24.444840 -30.929920 -0.809 0.070 -0.130 0.251
H 13.189290 -20.542220 -24.147180 0.320 -0.410 -0.400 0.179
H 14.447500 -18.554160 -26.476470 0.329 -0.236 -0.518 0.238
N 17.031040 -31.233970 -24.894580 1.695 1.060 0.438 -0.349
H 19.585180 -27.501730 -20.138510 -0.336 -0.046 -0.094 -0.048
H 19.181620 -26.971590 -17.615440 -0.345 0.262 0.279 -0.087
O 12.448640 -28.197920 -22.771130 0.133 -0.537 0.082 -0.595
H 17.382640 -27.114440 -29.670310 -0.248 0.321 -0.012 0.512
C 16.257320 -25.638540 -31.549980 -0.361 -1.404 -1.131 -0.902
O 15.879180 -30.989670 -27.342020 -1.461 0.940 0.441 -0.433
H 16.464470 -20.860480 -22.630770 0.090 0.420 0.152 0.213
N 19.649890 -24.438930 -21.814960 0.108 -1.233 0.381 -0.676
H 18.707350 -23.463260 -28.876580 -0.178 0.097 0.187 0.315
H 16.521260 -21.999310 -23.626630 0.208 0.175 -0.315 0.084
C 23.517060 -24.163910 -29.915300 -0.946 0.326 0.847 -0.573
O 18.748260 -32.102440 -20.376910 0.081 0.067 -1.166 -0.459
C 14.936180 -30.878530 -23.641340 -0.102 -1.231 -0.394 -1.003
O 16.610820 -26.746590 -19.015920 -1.586 0.232 0.213 -0.622
C 19.722750 -23.350190 -29.256420 -0.260 -0.727 0.750 -1.309
H 10.544760 -23.454920 -23.764860 -0.009 -0.171 -0.217 0.244
H 14.113450 -24.612690 -26.519190 -0.123 -0.667 0.824 -0.167
H 14.021010 -31.483050 -15.520880 0.724 0.124 -0.514 0.304
H 14.268910 -24.813580 -30.156140 -0.182 -0.321 -0.030 0.499
O 14.239310 -25.889610 -20.637660 -0.454 0.576 -0.862 -0.133
H 17.231540 -30.733210 -20.211650 -0.333 0.094 0.130 -0.278
H 19.413800 -27.221180 -26.424700 0.265 -0.156 0.257 0.135
H 19.312360 -26.463060 -23.807520 0.594 0.931 0.025 0.384
H 14.343900 -17.577150 -25.122680 0.168 0.445 0.227 0.259
Br 15.949130 -21.309380 -28.163500 -0.101 -0.303 0.065 -0.352
H 20.979440 -24.259360 -27.694570 -0.429 -0.241 0.114 -0.288
C 14.996850 -17.756190 -25.976910 -0.357 -0.004 0.325 -0.999
C 14.272810 -30.467250 -18.033510 -2.952 1.807 -1.276 -0.570
C 15.805450 -26.713950 -24.292100 -0.079 1.170 0.345 0.278
N 13.709450 -28.100520 -18.483710 -0.505 0.199 0.171 -0.414
C 15.619910 -31.394740 -24.946710 -1.174 -0.377 -0.432 -0.154
O 12.037500 -25.461160 -23.567700 0.487 -0.072 0.717 -0.578
H 14.584620 -30.022210 -28.745710 -0.063 -0.069 0.233 0.335
H 23.091780 -24.990130 -29.345560 0.680 -0.605 -0.152 0.210
H 16.209430 -30.592240 -29.255590 -0.397 -0.099 -0.322 0.338
Tl 13.660380 -23.154360 -21.808640 0.298 0.054 -0.407 0.960
H 19.730740 -22.464020 -29.891040 0.287 -0.060 -0.014 0.366
H 15.365570 -25.254630 -32.045460 -0.174 0.272 0.330 0.380
H 14.819730 -25.846560 -19.877730 0.417 -0.371 0.162 0.178
H 20.375980 -28.829740 -25.189010 0.405 0.302 -0.165 0.164
H 15.013250 -30.320220 -20.459010 -0.182 -0.280 -0.759 0.040
H 18.387930 -20.337790 -20.015470 0.163 0.157 -0.051 0.279
H 19.108250 -31.985600 -22.459530 -0.061 0.047 -0.031 0.197
H 18.651380 -28.820240 -17.506480 0.113 0.508 0.216 0.258
H 17.384200 -26.185090 -19.069160 0.457 -0.032 -0.069 0.314
H 15.556940 -32.471770 -25.102070 -1.035 -0.148 0.191 0.485
H 15.592530 -19.995450 -25.190160 -0.143 -0.221 0.074 0.102
O 22.472990 -23.172400 -29.876140 0.162 -0.511 -0.884 -0.353
H 20.599610 -27.174150 -22.729840 0.266 0.689 -0.134 0.301
C 14.667030 -29.297700 -20.308430 0.418 -1.964 1.544 1.384
H 17.025940 -18.531890 -26.277620 0.214 0.609 -0.184 0.157
H 18.337960 -32.350230 -17.781830 0.266 -0.196 0.756 0.414
O 21.357300 -27.136410 -25.801010 -0.164 -0.141 0.041 -0.593
H 14.465910 -31.424410 -18.517920 -0.013 -0.296 0.413 0.562
H 15.871160 -24.233540 -19.168090 -0.054 -0.024 0.368 0.210
O 16.113160 -25.842080 -30.162510 -1.045 1.129 0.632 -0.340
H 18.115590 -25.809270 -21.449550 -0.611 -0.433 -0.478 -0.562
H 13.331920 -27.372510 -27.702950 0.171 -0.067 -0.013 0.193
H 16.147260 -29.158450 -28.392200 -0.308 0.336 0.607 0.099
C 15.632810 -30.116870 -28.462100 1.298 -1.156 -0.091 -0.483
H 19.726800 -30.122850 -24.743670 -0.142 -0.360 0.107 0.255
H 12.472400 -27.267910 -22.996410 -0.005 0.776 -0.117 0.318
H 15.154970 -29.824730 -23.468890 -0.134 0.016 -0.013 -0.331
H 16.952790 -27.635640 -19.110100 0.460 -0.291 -0.070 0.106
H 15.121690 -30.037970 -17.501330 0.404 -0.193 -0.163 0.181
C 19.191810 -25.822260 -21.621780 1.074 -0.808 0.731 2.118
O 19.064420 -23.065680 -19.183160 -0.027 0.398 0.058 -0.696
C 18.498160 -32.553020 -21.756720 0.104 0.459 1.470 -0.461
O 19.542570 -29.300470 -25.197520 -0.340 0.009 0.126 -0.470
H 14.115430 -23.738900 -27.749660 0.014 0.581 -0.881 0.377
H 16.468640 -24.990660 -23.014990 0.015 0.132 1.029 0.384
H 18.979060 -27.635340 -22.737700 -0.175 -0.376 0.453 0.354
H 19.879480 -24.268300 -29.822660 0.312 0.233 -0.317 0.395
H 12.733440 -29.592750 -19.512120 -0.169 -0.810 0.753 0.424
H 13.135130 -28.132230 -17.653490 -0.279 0.078 0.175 0.334
H 19.599370 -20.168380 -25.657980 0.303 0.003 -0.089 0.336
H 15.331840 -29.603390 -25.894720 -0.219 0.691 -0.355 -0.332
H 17.430230 -31.469440 -25.791970 -0.066 -0.709 -0.283 0.399
H 10.713710 -22.029620 -23.283330 0.057 0.464 0.045 0.229
H 18.480450 -21.003490 -25.072750 -0.139 -0.201 0.146 0.152
H 19.233770 -25.219120 -17.214530 -0.611 0.038 -0.254 0.358
H 13.025770 -32.493540 -16.599900 0.175 0.108 -0.459 0.314
H 14.435210 -27.724200 -29.068380 0.164 0.171 0.208 0.325
H 16.971390 -22.081850 -26.123690 -0.414 0.429 -0.719 -0.058
N 20.158550 -22.489270 -26.957490 -0.137 0.197 -0.775 -0.490
H 16.363860 -26.656050 -31.926030 0.152 -0.030 -0.345 0.315
O 18.534810 -26.990470 -26.725350 -0.442 0.551 -0.305 -0.022
O 19.119550 -20.328180 -24.845290 0.113 0.388 0.191 -0.626
H 14.006560 -30.704170 -26.323000 0.043 -0.116 -0.302 0.522
H 22.104100 -26.831540 -25.285670 0.169 0.127 0.267 0.279
H 15.542320 -25.899480 -27.516760 0.318 -0.289 -0.499 -0.189
O 15.069520 -24.308760 -24.333940 1.550 -1.184 0.458 0.022
C 18.720390 -30.421550 -18.617720 -0.599 -0.485 0.033 -0.258
H 12.897090 -19.573350 -23.021210 0.068 0.253 0.246 0.250
H 16.982920 -24.229310 -20.195650 0.308 0.021 -0.125 0.015
H 12.235910 -25.634420 -26.696310 0.341 0.419 -0.543 0.368
H 15.460960 -26.931570 -25.303080 0.400 0.394 -0.376 -0.287
N 18.208630 -29.075030 -18.377770 -0.205 0.128 0.148 -0.183
H 17.122820 -25.099410 -31.935140 0.177 0.424 0.809 0.266
H 14.954600 -27.084200 -23.720200 0.173 0.143 0.598 -0.298
H 11.957670 -28.285860 -25.828600 -0.282 0.301 -0.223 0.234
C 16.088590 -25.192770 -24.016390 -3.005 -1.068 -1.458 -0.880
H 17.950260 -27.358010 -26.062450 -0.048 -0.359 0.166 0.035
O 12.983940 -20.507130 -23.212930 -0.462 -0.004 0.469 -0.506
H 11.058890 -22.457870 -27.606570 -0.165 0.268 0.023 0.291
H 19.088160 -24.066040 -22.566970 0.124 0.488 -0.102 0.198
H 12.000720 -25.820050 -24.454310 -0.202 -0.137 -0.985 0.301
H 12.300650 -28.212080 -21.825540 -0.174 -0.160 0.239 0.260
H 16.695710 -27.300960 -24.066370 -0.041 -0.070 0.069 0.465
H 14.371730 -21.515670 -26.294190 0.168 0.211 -0.611 -0.136
H 24.467750 -23.829590 -29.499940 -0.110 0.299 0.568 0.290
O 17.577600 -20.798490 -19.797840 -0.467 0.462 -0.179 -0.615
H 20.728260 -26.151850 -20.043220 0.277 -0.100 -0.340 0.665
C 18.313940 -30.786110 -20.094580 0.376 -0.714 1.626 0.661
O 11.150000 -23.410310 -27.634670 -0.387 -0.052 0.101 -0.647
O 16.151820 -19.399240 -24.686850 -0.099 -0.284 0.460 -0.161
O 14.009230 -21.822760 -25.463220 -0.386 0.232 -0.003 -0.161
H 16.982240 -24.826880 -24.521960 0.983 0.039 -0.618 0.164
H 13.683260 -26.650950 -20.472110 -0.113 -0.317 0.411 0.122
C 18.192090 -31.322090 -17.450520 0.167 0.065 -1.823 -1.222
O 18.953600 -25.752840 -19.216920 0.512 0.828 0.369 0.246
H 18.649780 -31.009150 -16.512070 0.296 -0.485 -0.062 0.374
C 20.711390 -23.266270 -28.055160 0.588 -0.644 -1.320 1.181
O 11.129990 -22.891220 -23.258920 0.043 0.001 0.231 -0.400
H 13.085020 -26.631120 -29.289040 -0.113 0.067 0.109 0.343
H 14.394790 -22.690040 -25.339090 0.128 -0.316 0.431 0.060
H 10.742050 -25.522080 -26.477990 -0.273 0.300 -0.258 0.246
H 19.674050 -21.748280 -27.443590 0.218 1.044 -0.002 0.318
H 22.909910 -22.703870 -27.969650 -0.349 -0.178 0.761 0.428
H 19.960500 -22.845260 -18.928810 0.279 0.305 0.075 0.256
O 16.027470 -21.677040 -22.872600 -0.393 -0.753 0.351 -0.134
O 17.445580 -22.588550 -25.464430 0.392 -0.398 0.532 0.798
H 16.817250 -23.248460 -25.171250 -0.309 -0.015 -0.082 -0.464
H 14.648730 -27.952000 -18.143440 0.267 0.527 0.023 0.029
H 13.868400 -31.092270 -23.593640 -0.329 0.648 -0.830 0.590
O 12.280610 -29.107850 -25.459450 0.229 -0.183 -0.423 -0.557
O 11.480940 -26.119700 -26.363490 -0.061 -0.701 0.808 -0.634
H 15.172920 -31.459330 -22.749870 1.085 0.037 -0.042 0.516
O 18.063540 -27.766480 -29.504640 0.226 -0.477 -0.411 -0.663
H 16.806170 -17.534640 -24.768550 0.174 0.194 -0.460 0.313
H 15.595160 -24.073630 -29.298560 0.178 0.647 0.208 0.047
H 19.799380 -30.323280 -18.498460 0.174 -0.466 -0.511 0.413
H 17.847560 -21.706230 -19.658730 0.127 -0.314 0.120 0.383
H 12.176180 -29.003610 -24.513700 -0.004 -0.032 0.534 0.387
H 18.960380 -23.981770 -18.925920 -0.075 -0.414 -0.050 0.190
H 12.088830 -23.558330 -27.748360 0.313 -0.285 -0.056 0.225
H 21.887620 -21.640260 -28.888220 -0.424 0.336 0.593 0.266
C 13.163850 -31.491330 -16.194170 -0.528 0.501 0.791 -0.853
C 19.601020 -26.741980 -22.794110 -1.324 -1.086 0.724 -1.647
H 14.245770 -28.925700 -21.242380 0.376 0.418 0.337 -0.772
H 19.332130 -22.956280 -26.612470 0.116 -0.689 0.634 -0.015
H 18.724820 -29.978970 -20.701040 0.383 -0.176 -0.497 0.057
C 22.024980 -22.684020 -28.605740 1.232 0.973 -0.980 -0.947
H 14.991900 -16.879060 -26.624000 0.201 -0.031 0.056 0.362
C 15.117530 -25.030870 -29.507500 1.968 -0.368 -0.247 -0.890
H 20.578050 -26.055720 -17.837210 0.364 0.357 -0.994 0.375
C 15.085370 -30.623320 -26.189820 0.947 -0.551 0.594 0.020
C 19.496130 -25.982140 -17.947370 0.364 -1.098 1.817 -0.641
H 15.580840 -28.881120 -19.884740 -0.004 0.883 -0.827 -0.729
C 13.723120 -29.422780 -19.088170 1.828 0.702 -1.168 -0.061
H 12.376410 -31.354550 -15.453000 -0.505 0.303 -0.465 0.303
H 17.440700 -32.440890 -21.996070 -0.010 0.089 -0.116 0.136
N 13.849670 -24.678600 -27.491910 0.748 -0.245 0.184 0.080
C 14.721090 -25.677390 -28.198190 -2.061 -0.422 -0.380 1.182
H 17.192300 -30.238480 -24.950240 0.360 0.670 0.573 -0.126


58
Properties=species:S:1:pos:R:3:forces:R:3:mulliken_charge:R:1 method="wB97M-V/def2-TZVPD" molar_mass_g_mol=908.19 homo_energy_ev=-13.36 orbital_gap_ev=6.67 total_charge=+2 total_energy_ev=-184139.433 e_above_lowest_ev=0.036 lumo_ev=-6.7
H -6.898301 4.959962 -1.022592 -0.004 0.002 0.010 0.229
N 0.796427 2.188310 -0.117866 0.071 -0.204 -0.076 -0.303
H 5.592002 1.186476 -1.995053 0.003 0.008 -0.003 0.434
C 4.084234 2.669940 -1.772733 0.007 0.013 -0.008 -0.854
H -4.168578 3.335724 2.257100 0.011 0.001 0.006 0.485
C -4.480733 2.997158 0.157064 -0.078 0.020 0.065 0.538
N -2.120062 1.539601 0.286652 0.077 -0.025 0.034 0.048
C -1.253100 -2.674335 -0.015764 0.007 -0.132 0.014 0.753
H 4.629558 3.434935 -2.309239 0.005 0.002 0.000 0.442
O -0.165611 -0.544808 2.193671 0.043 0.147 -0.234 -0.916
S -6.875684 3.383901 1.315793 -0.073 -0.022 0.096 -0.252
C 1.736280 -1.981837 2.055621 -0.004 -0.078 0.052 -0.129
C -2.797660 1.642483 -0.871063 -0.061 0.088 0.001 -0.241
Cl 2.266564 -5.216281 -1.086590 0.014 0.001 0.009 -0.113
C 1.772397 -4.006279 3.366873 0.039 0.044 -0.049 -0.624
H -2.049626 2.045745 2.303124 0.009 -0.010 -0.012 0.517
C -1.173269 -3.964955 0.500339 0.033 0.006 0.004 -0.134
H 0.477634 5.429946 -0.928764 0.002 0.007 -0.004 0.445
C 2.432952 -1.128680 1.135584 0.052 0.001 -0.033 0.539
Cl -2.555653 -1.610986 0.429392 0.064 -0.008 -0.007 -0.110
C 2.686338 0.722242 -0.335797 0.102 -0.049 0.006 0.321
C 0.958093 4.464922 -0.867171 -0.013 -0.052 0.016 -1.029
C 3.921818 0.445350 -0.859361 -0.047 0.064 0.017 -0.556
Hf -0.277872 0.212404 0.389238 -0.291 0.107 0.135 1.272
C -5.804257 3.699444 0.133330 0.142 0.025 -0.220 -0.121
N 1.910187 -0.141460 0.478867 -0.073 -0.079 0.051 0.418
H -0.722242 3.554434 0.110350 0.008 0.005 -0.002 0.466
Cl 0.067081 -6.328145 0.810258 0.007 0.013 0.010 -0.086
C 2.381330 -3.161879 2.466363 -0.021 -0.048 0.066 -0.549
C -0.275110 -2.161255 -0.864843 0.064 0.078 -0.062 -0.213
H 2.740625 5.037618 -1.896052 0.010 -0.003 -0.007 0.487
C 0.477880 -1.659875 2.606076 -0.052 0.062 -0.113 0.792
H 4.376267 -0.526637 -0.722747 0.001 -0.008 -0.002 0.407
H 3.353993 -3.412671 2.061443 0.002 0.004 -0.010 0.563
H -5.275899 4.735993 -1.570405 -0.013 0.017 -0.009 0.217
C -3.963586 2.371956 -0.977117 0.039 -0.049 0.015 -0.760
Br 2.610326 -5.608680 3.871680 0.001 -0.010 0.001 -0.087
C -0.103246 -2.488853 3.553634 0.125 -0.069 -0.027 -0.858
C 2.203413 4.244302 -1.391530 -0.030 -0.002 0.013 -0.528
C 2.080378 1.974978 -0.578859 0.068 0.053 0.020 0.745
C -0.075522 -4.755174 0.164912 -0.017 0.005 -0.016 0.415
Cl 2.011459 -2.313795 -2.246401 0.011 0.011 -0.010 -0.088
H -1.057360 -2.220033 3.984822 -0.014 0.012 -0.009 0.485
C 0.808632 -2.967707 -1.215734 -0.019 -0.038 0.081 0.373
C 2.800095 2.973240 -1.263453 0.000 -0.024 -0.015 0.774
Cl -2.395265 -4.549942 1.539399 0.000 0.010 -0.004 -0.106
H -2.396825 1.111118 -1.727497 0.023 -0.001 0.016 0.540
C 0.281332 3.403441 -0.262200 -0.046 0.044 -0.011 0.149
H 0.074516 -4.317850 4.642277 0.012 -0.013 -0.003 0.492
C 4.618732 1.426700 -1.590895 0.003 -0.016 0.005 -1.195
H 3.493707 -1.336488 1.005032 -0.001 -0.002 0.030 0.369
O -0.342582 -0.858930 -1.262756 -0.026 0.046 0.059 -0.752
C 0.912327 -4.254304 -0.696162 -0.020 0.001 -0.022 0.022
N -6.014737 4.481579 -0.937096 0.006 -0.042 0.055 -0.365
C -3.777595 2.883065 1.356901 0.031 -0.051 -0.036 -0.646
C -2.611107 2.156747 1.381532 -0.087 0.080 0.075 -0.356
C 0.537308 -3.660922 3.917779 -0.080 0.040 0.037 -0.261
H -4.481704 2.404747 -1.925767 -0.019 0.015 0.008 0.491